37
Properties=species:S:1:pos:R:3:forces:R:3 method="wB97M-V/def2-TZVPD" orbital_gap_ha=0.2485 total_charge=-1 mol_weight_g_mol=321.3 fmax_ev_per_a=1.57 e_lumo_ev=2.4
H 0.39528 0.10503 2.00451 0.31 0.06 -0.28
C -1.59965 1.49408 -2.07861 0.26 0.27 -0.20
O 2.07100 -1.43664 0.33428 -0.50 -0.37 0.23
C 0.02674 -4.72590 1.91647 -0.34 0.09 -0.21
C -1.36962 -2.73558 0.54773 0.19 -0.17 0.16
O 1.76769 3.09107 2.37939 0.06 0.26 0.15
H 0.58371 -5.49470 2.45447 -0.17 0.17 -0.13
C 2.45193 0.90946 2.10937 -0.71 -0.30 -0.25
C -0.32037 3.59547 -3.40457 -0.29 -0.32 0.02
C -1.36601 -4.82915 1.77580 0.23 0.26 -0.18
H -1.93151 -1.95364 0.03878 0.13 -0.26 0.16
O -0.49155 2.74829 2.29916 1.47 -0.54 -0.02
C -2.33541 2.35136 -2.90825 0.40 -0.04 0.07
C 0.65312 0.85962 -0.95476 -0.06 -0.73 0.32
C 2.92804 2.28795 2.30597 -0.25 1.06 -0.43
H 1.79855 -3.58587 1.45227 -0.37 0.14 -0.11
O 1.75023 1.33918 -0.63476 -0.19 0.02 -0.48
C -2.05920 -3.83178 1.08180 0.43 0.05 -0.03
H -2.10824 0.68394 -1.55915 0.06 0.27 -0.13
H -0.89429 -0.61990 -0.84240 0.21 0.04 0.19
C -1.70401 3.41705 -3.55841 0.23 -0.23 0.11
C 0.02627 -2.62309 0.66992 0.01 -0.65 0.27
C -0.21771 1.67485 -1.90285 -0.14 0.60 -0.27
H -3.40058 2.16697 -3.04717 0.20 0.15 0.06
H -3.13737 -3.90010 0.93876 0.22 -0.01 0.11
H -2.27935 4.09044 -4.19408 0.13 -0.14 0.15
C 0.84278 -1.44030 0.14506 -0.14 0.99 -0.52
C 0.41149 2.72341 -2.60115 -0.26 -0.02 0.08
C 0.09994 -0.37981 -0.48528 0.44 -0.37 -0.37
C 0.71229 -3.65052 1.35308 -0.23 0.20 -0.04
H -1.90289 -5.68336 2.18777 0.13 0.19 -0.05
C 1.10805 0.91587 2.04614 0.74 -0.45 1.17
O 4.02816 2.77634 2.36868 -1.24 -0.67 0.11
H 3.14759 0.10492 1.92702 -0.25 -0.13 0.10
H 0.19963 4.40340 -3.92010 -0.20 -0.14 0.09
H 1.48866 2.85909 -2.48883 -0.35 -0.11 0.12
C 0.62664 2.29253 2.24397 -0.14 0.86 0.01

---

45
Properties=species:S:1:pos:R:3:forces:R:3 method="wB97M-V/def2-TZVPD" orbital_gap_ha="0.1847 / 0.1875" total_charge=+1 mol_weight_g_mol=784.5 s2=0.824 fmax_ev_per_a=12.52 spin_multiplicity=2 relative_energy_kj_mol=2948.1 e_lumo_ev="-5.4 / -5.4"
O 1.15749 5.00268 -1.98259 0.16 0.21 0.21
S -2.11665 -1.60569 -0.12435 0.96 0.09 1.60
C -2.68325 -1.17054 -2.75836 0.06 0.07 -0.16
C -1.04350 4.16604 3.93919 -0.28 -0.17 0.03
H -0.48123 3.71613 -1.77307 -0.01 0.17 -0.10
Ir 0.03697 -0.44075 0.49757 -0.87 0.76 -1.88
I 1.41244 -2.62606 -0.31086 0.05 0.65 -0.78
H -0.49089 3.56722 4.66225 0.07 0.01 -0.05
C 0.59455 3.79772 -1.60495 0.49 -2.76 -0.39
N 0.27809 4.69740 1.78203 0.62 -0.43 0.35
C 0.84672 4.62481 0.53042 -0.95 -1.09 1.30
Cl 1.21004 -0.13495 3.01244 0.39 -0.58 0.53
H 3.11533 1.30523 -3.35965 0.00 0.00 -0.05
O -1.55270 1.62887 1.66116 -0.92 1.75 0.67
H 2.34686 -2.38252 -5.41729 0.00 0.01 -0.01
C 2.01192 -2.40584 -3.30621 -0.06 0.01 0.05
H 3.05818 -0.01192 -5.45940 0.00 0.00 0.00
H 1.68964 -3.43773 -3.28147 0.02 -0.01 -0.05
H 0.06604 1.72982 -0.44640 -4.85 -0.18 -6.16
C 2.42372 -0.30770 -2.15612 -0.47 -0.92 0.08
N -4.23433 -3.22516 -2.87709 0.03 -0.03 0.07
H -1.96976 3.64578 3.67886 0.06 -0.04 -0.06
C -2.40354 -0.47498 -3.97564 -0.05 -0.01 0.01
C 2.80411 0.26876 -3.35816 -0.01 0.08 0.07
C 1.58069 1.96990 1.60185 5.06 1.78 5.69
C -3.53901 -2.31185 -2.81316 -0.06 0.06 0.00
C 2.03706 -1.66039 -2.14594 -0.05 0.00 0.56
C 2.29972 1.49792 2.69812 -0.52 -1.32 -0.58
C 2.37723 -1.80397 -4.50492 0.02 -0.06 0.02
H 3.29988 1.16537 2.41947 -0.05 -0.25 0.15
C 2.77382 -0.47801 -4.52635 0.02 0.00 0.00
H -1.28830 5.13490 4.37716 0.06 0.03 -0.02
H 0.49998 5.58577 -2.37462 -0.07 -0.08 -0.01
H 1.07551 5.54564 0.03096 -0.21 0.08 -0.09
S -0.97732 0.51914 -1.50492 1.12 -0.89 0.54
H 2.33955 2.10312 3.59738 -0.43 -0.34 0.24
C 1.59567 1.16117 -0.39395 6.86 -6.87 -4.73
C -2.05124 -0.80109 -1.61264 -0.77 -0.67 -0.68
C -0.51482 1.77988 1.09461 -9.63 -4.20 5.58
N 2.38021 0.42118 -0.97387 1.33 0.38 -0.79
C -0.27721 4.38517 2.73751 0.03 0.56 0.39
C 0.78834 3.38932 -0.07982 1.00 11.66 -4.45
N -2.13162 0.07226 -4.95044 0.02 0.08 0.04
H 1.07839 2.97620 -2.15168 -0.17 0.22 -0.42
Cl 0.76714 1.98343 0.45059 2.00 2.25 3.27

---

44
Properties=species:S:1:pos:R:3:forces:R:3 method="wB97M-V/def2-TZVPD" orbital_gap_ha="0.2982 / 0.2997" mol_weight_g_mol=615.6 s2=12.608 fmax_ev_per_a=2.81 spin_multiplicity=7 relative_energy_kj_mol=240.6 e_lumo_ev="-0.1 / 0.0"
C 2.22899 0.50483 2.40643 0.96 0.55 0.44
C -0.49419 -2.49780 1.67955 -0.79 -0.78 2.09
H 2.71388 1.51966 -2.35613 -0.06 -0.19 0.05
H 3.92675 1.13895 5.29876 -0.02 -0.01 0.09
O 1.17329 -0.13687 2.02348 0.68 0.06 0.92
C -1.70286 1.36761 0.93942 -1.07 1.12 0.17
H -3.23682 -1.32751 -4.17700 -0.02 0.00 -0.11
C 3.67964 1.17473 4.24759 0.10 0.08 -0.17
C 4.17796 1.94281 2.04248 -0.14 -0.13 -0.10
H 0.67866 0.87578 -3.68906 0.01 0.04 0.18
Cl -4.04822 1.83391 2.25110 -0.12 -0.03 0.05
C -2.09363 -1.60441 -2.39374 -0.42 -0.58 0.54
O -0.78570 1.72168 0.18153 0.37 0.61 -0.48
N 2.01288 0.60297 -0.57060 0.39 0.41 0.12
Cl -1.63449 3.36961 2.64173 0.05 0.13 0.15
H 0.26886 1.88263 -2.27127 0.06 -0.15 -0.03
C 0.64665 0.90062 -2.58938 0.35 0.29 -0.04
H 4.80050 2.51010 1.36453 0.06 0.04 -0.11
O -1.49132 -2.33299 2.19718 0.66 -0.64 -0.10
Cl -3.08487 3.54053 0.14249 -0.08 0.11 -0.15
H 2.45062 -0.25035 -2.40826 0.01 0.16 -0.01
N -0.21708 -0.13356 -2.05342 -0.30 0.19 -0.60
C -1.18561 -0.56529 -2.77574 0.56 0.18 0.01
C -1.92647 -2.36697 -1.19206 -0.32 -0.12 -1.08
Tb -0.02304 -0.41767 0.35220 2.17 0.07 -1.77
C 2.90049 1.25547 0.09899 -0.23 -0.32 -0.65
C -2.88187 -3.37568 -0.93100 0.34 0.17 0.18
C 2.58916 0.49336 3.77780 -0.29 -0.14 -0.24
H 3.64530 1.85274 -0.44472 -0.13 -0.04 -0.03
C -3.89299 -3.65160 -1.82040 0.04 0.11 -0.10
O -0.88668 -2.18137 -0.42609 -1.02 -1.16 -1.08
C -4.02500 -2.93028 -3.00741 -0.13 -0.02 -0.12
H -4.58745 -4.45064 -1.60603 -0.07 -0.05 0.07
C -3.14062 -1.91571 -3.27382 0.13 0.08 0.15
C 2.06072 0.70013 -2.01959 -0.20 0.03 -0.46
H 1.96108 -0.08107 4.44485 -0.05 -0.01 0.01
H 5.33956 2.45290 3.75408 0.08 0.07 0.01
H -4.80778 -3.16690 -3.71198 -0.08 -0.01 0.00
H -2.79129 -3.94062 -0.01390 0.07 -0.05 0.02
C 4.48364 1.91641 3.37636 0.11 0.07 0.14
O -1.90721 0.20278 1.31012 -1.33 -0.19 0.67
H -1.35217 -0.15086 -3.77981 0.13 0.01 0.09
C -2.61986 2.47956 1.46730 -0.15 0.26 0.28
C 3.07860 1.23842 1.51343 -0.31 -0.24 0.98

---

38
Properties=species:S:1:pos:R:3:forces:R:3 method="wB97M-V/def2-TZVPD" orbital_gap_ha=0.1464 total_charge=+1 mol_weight_g_mol=348.8 fmax_ev_per_a=1.85 relative_energy_kj_mol=232.5 e_lumo_ev=-6.6
C 0.89204 -2.57196 2.55274 0.28 -0.22 -0.47
H 3.81288 -4.17419 0.51654 -0.11 0.16 0.20
C -4.94461 1.84945 -0.93888 0.58 -0.55 -0.12
H -0.46364 -2.48607 -0.42932 -0.13 -0.22 0.40
H -0.66594 -0.38365 -0.72286 -0.04 0.21 -0.06
C 2.02595 -3.03722 3.21877 0.14 -0.02 -0.64
H -0.34334 3.48535 -1.20785 0.52 0.02 -0.03
H -5.99107 2.13658 -0.95211 0.16 0.02 0.05
H 3.93207 3.20494 -0.89206 -0.11 0.00 0.04
C 0.51769 2.84516 -1.07974 0.19 0.02 0.32
F -4.31531 4.13492 -0.89785 0.56 -1.62 0.13
C -0.81765 0.68936 -0.84321 -0.20 0.54 -0.70
H -5.31019 -0.27423 -1.02886 0.28 0.24 -0.05
C -3.20548 0.15985 -1.00685 0.51 -0.03 0.31
C 3.10117 -3.55113 2.47106 -1.02 0.29 -0.56
C 2.83457 1.33325 -0.89251 1.19 -0.68 -0.10
F 3.98142 0.57128 -0.85464 -1.51 1.02 -0.04
H -2.91234 -0.88823 -1.07620 -0.16 0.22 0.04
C -4.54735 0.50519 -0.99380 -0.17 0.07 -0.09
H 1.75008 -3.35550 -0.66484 0.19 0.01 0.28
C 1.86896 -3.24261 0.41567 -0.15 0.14 0.54
H 0.03078 -2.17717 3.09669 0.34 -0.09 -0.03
C 1.77116 3.43687 -1.00486 -0.34 1.28 -0.11
H 2.07665 -3.00600 4.30464 0.09 0.03 -0.25
C 0.38730 1.42624 -0.94898 1.44 0.66 -0.16
C -3.93997 2.80918 -0.89266 0.11 1.34 -0.12
C -2.16593 1.13849 -0.90716 -0.97 0.31 0.16
C 1.61594 0.68654 -0.91890 -0.68 -0.17 0.29
N -0.24266 -2.08411 0.47415 -0.75 0.65 -0.56
C 2.96221 2.72208 -0.91387 -0.44 -0.65 -0.05
H 1.56503 -0.39900 -0.89323 0.20 0.14 0.16
C 3.00908 -3.70079 1.07589 -0.39 0.24 0.43
Cl 4.54709 -3.98509 3.26646 0.51 -0.28 0.33
H -1.04171 -1.80603 1.03431 0.16 -0.44 -0.17
C 0.83256 -2.63873 1.14957 0.80 -0.52 0.55
H -1.87957 3.31047 -0.73257 -0.51 -0.09 0.06
F 1.85997 4.81319 -1.03048 -0.22 -1.84 -0.06
C -2.58784 2.50334 -0.85216 -0.34 -0.18 0.08

---

Energy (eV)
-30152.8207; -87602.7466; -93151.0009; -42087.0649